# 1
100
Properties=species:S:1:pos:R:3:mulliken_charge:R:1 method="wB97M-V/def2-TZVPD" orbital_gap_ev=9.28 total_energy_ha=-2209.25557 e_above_lowest_kj_mol=606.3
C 1.43 -3.41 -1.10 0.062
C 1.14 -4.86 -0.51 -0.855
O 2.05 -5.16 0.55 -0.554
H 1.17 -2.68 -0.38 -0.496
H 0.95 -3.27 -2.07 0.477
H 2.50 -3.36 -1.32 0.391
H 1.33 -5.70 -1.24 0.369
H 0.13 -4.88 -0.30 0.439
H 1.63 -5.86 1.04 0.269
C -4.08 0.07 -1.95 0.341
C -4.87 -0.20 -3.23 -0.761
O -5.46 -1.46 -3.21 -0.543
H -3.77 1.13 -1.89 -0.059
H -3.22 -0.57 -1.79 -0.331
H -4.78 0.05 -1.07 0.428
H -4.23 -0.17 -4.07 0.265
H -5.62 0.59 -3.38 0.467
H -6.11 -1.55 -3.91 0.314
C 4.42 -1.19 0.53 -0.062
C 4.67 -2.43 1.36 -0.782
O 4.55 -2.07 2.69 -0.583
H 5.09 -0.36 0.64 0.586
H 3.39 -0.78 0.65 -0.405
H 4.65 -1.44 -0.52 0.254
H 5.68 -2.86 1.16 0.389
H 4.00 -3.17 1.04 0.194
H 5.26 -1.40 2.88 0.369
C 2.03 2.22 3.87 -0.586
C 2.13 3.56 3.26 -0.631
O 0.87 3.88 2.59 -0.647
H 2.00 1.35 3.16 -0.194
H 1.31 2.19 4.67 0.367
H 3.01 2.14 4.38 0.423
H 2.91 3.52 2.58 0.459
H 2.36 4.36 3.95 0.462
H 1.07 4.56 1.93 0.271
C -0.41 -0.15 -0.54 -0.646
O -0.44 0.55 -1.71 0.639
N 0.21 0.19 0.56 2.168
N -1.08 -1.26 -0.48 0.192
H 0.97 0.91 0.50 -0.875
H 0.35 -0.38 1.43 -0.478
H -1.44 -1.72 -1.33 0.239
H -1.08 -1.88 0.34 0.115
C -1.18 1.19 3.73 0.188
O -1.09 1.74 5.01 -0.802
N -1.73 0.04 3.51 -0.133
N -0.67 1.73 2.65 0.034
H -2.33 -0.38 4.28 0.271
H -2.05 -0.17 2.50 0.492
H -0.07 2.57 2.92 -0.099
H -0.46 1.21 1.74 0.700
C 0.51 -2.29 2.25 0.074
O -0.62 -2.92 1.79 -0.793
N 0.46 -1.12 2.82 -0.268
N 1.77 -2.69 2.14 -0.124
H -0.44 -0.67 3.17 0.440
H 1.31 -0.85 3.31 0.052
H 1.87 -3.59 1.63 0.351
H 2.59 -2.15 2.39 0.244
C -1.94 3.16 0.16 0.251
O -0.53 3.22 0.09 -0.690
N -2.71 3.44 -0.83 -0.275
N -2.51 2.98 1.31 -0.382
H -2.29 3.19 -1.71 0.255
H -3.75 3.46 -0.89 0.250
H -1.87 2.39 1.92 0.407
H -3.48 2.85 1.42 0.268
C 2.59 2.20 -0.46 -0.232
O 3.86 1.97 -0.91 -0.795
N 1.69 2.63 -1.28 0.045
N 2.23 1.83 0.71 -0.259
H 1.86 3.04 -2.24 0.375
H 0.70 2.78 -0.90 0.024
H 3.02 1.57 1.30 0.398
H 1.58 2.50 1.25 -0.047
C 2.74 -0.55 -2.71 -0.260
O 1.87 0.37 -3.30 -0.557
H 2.53 -0.68 -1.63 -0.359
H 3.70 -0.13 -2.79 0.493
H 2.60 -1.58 -3.14 0.338
H 1.81 1.08 -2.67 0.119
C -3.55 -1.63 1.58 -0.965
O -3.03 -0.40 1.05 -0.848
H -4.56 -1.64 2.00 0.285
H -2.92 -2.01 2.37 0.345
H -3.44 -2.42 0.84 0.337
H -2.45 -0.64 0.33 0.278
C -1.57 2.91 -4.19 -0.705
O -1.03 2.81 -2.88 -0.733
H -1.94 3.88 -4.44 0.275
H -2.38 2.18 -4.21 0.143
H -0.86 2.60 -4.94 0.337
H -0.84 1.86 -2.75 0.385
C -1.91 -1.34 -4.07 -0.424
O -0.73 -1.74 -3.51 -0.588
H -1.84 -1.51 -5.12 0.432
H -2.00 -0.22 -3.94 -0.182
H -2.70 -1.95 -3.67 0.416
H -0.50 -1.14 -2.77 -0.244


# 2
132
Properties=species:S:1:pos:R:3:mulliken_charge:R:1 method="wB97M-V/def2-TZVPD" charge=-2 orbital_gap_ev=8.38 total_energy_ha=-3868.47949 e_above_lowest_kj_mol=154.9
C 0.35 0.07 -0.74 -1.870
O 1.39 0.12 -1.41 0.721
O 0.34 0.12 0.50 1.191
O -0.75 0.06 -1.34 3.013
C 0.73 -3.36 -2.61 -0.438
O 0.64 -4.51 -2.79 -0.738
N -0.21 -2.50 -2.54 0.490
N 1.89 -2.73 -2.45 0.222
H -1.08 -2.98 -2.39 0.093
H 0.03 -1.57 -2.20 -0.422
H 1.99 -1.75 -2.25 -0.147
H 2.60 -3.42 -2.68 0.229
C -1.08 -3.26 1.91 0.513
O -1.35 -4.37 2.23 -0.782
N -0.05 -2.62 2.27 0.356
N -1.74 -2.60 0.96 0.105
H 0.26 -1.82 1.74 -0.794
H 0.58 -3.08 2.92 0.070
H -2.70 -2.87 0.80 0.106
H -1.38 -1.68 0.73 0.106
C -3.72 0.59 0.13 -0.165
O -4.89 0.95 0.10 -0.807
N -3.15 -0.46 -0.36 0.407
N -2.80 1.25 0.86 0.351
H -2.17 -0.42 -0.61 -0.728
H -3.71 -1.30 -0.46 0.225
H -3.12 2.19 1.04 0.154
H -1.81 1.03 0.79 -0.396
C 6.31 3.57 -4.60 0.566
O 6.90 4.63 -4.78 -0.704
N 6.22 2.59 -5.48 -0.348
N 5.47 3.36 -3.62 -0.239
H 5.67 1.77 -5.26 0.236
H 6.40 2.78 -6.45 0.190
H 5.08 2.47 -3.38 0.158
H 5.23 4.13 -3.01 0.123
C 4.04 -1.89 0.82 0.326
O 4.84 -2.76 0.92 -0.755
N 2.86 -2.03 0.30 -0.030
N 4.12 -0.63 1.05 -0.297
H 2.26 -1.25 0.08 -0.330
H 2.50 -2.97 0.36 0.163
H 3.40 0.07 0.91 0.312
H 5.05 -0.44 1.39 0.203
C 0.25 -2.06 -6.64 0.553
O -0.06 -1.01 -6.38 -0.683
N 0.52 -3.01 -5.72 -0.307
N 0.45 -2.42 -7.83 -0.445
H 0.84 -3.93 -5.98 0.175
H 0.53 -2.73 -4.75 0.426
H 0.86 -3.33 -7.98 0.159
H 0.46 -1.63 -8.46 0.274
C 2.78 2.87 0.41 0.329
O 3.32 3.91 0.63 -0.830
N 2.05 2.10 1.14 0.774
N 2.87 2.28 -0.77 0.267
H 2.12 2.07 2.15 0.094
H 1.46 1.36 0.79 -1.412
H 2.27 1.48 -0.92 -0.424
H 3.51 2.63 -1.47 0.006
C -2.92 -1.04 -4.29 0.410
O -3.44 -1.34 -5.41 -0.844
N -3.51 -0.99 -3.15 -0.003
N -1.79 -0.37 -4.17 0.132
H -3.04 -0.75 -2.29 -0.033
H -4.50 -1.21 -3.16 0.249
H -1.48 -0.20 -3.23 -0.853
H -1.18 -0.22 -4.96 0.261
C -5.40 -3.44 -0.88 0.588
O -4.59 -2.90 -0.17 -0.686
N -6.68 -3.07 -0.82 -0.491
N -5.18 -4.31 -1.82 -0.397
H -7.33 -3.66 -1.32 0.104
H -7.10 -2.50 -0.10 0.253
H -4.25 -4.70 -1.84 0.244
H -5.97 -4.39 -2.45 0.169
C -4.65 -0.48 4.52 0.631
O -5.74 -0.29 4.01 -0.740
N -4.48 -0.83 5.77 -0.299
N -3.52 -0.14 3.97 -0.094
H -3.51 -0.97 6.04 0.199
H -5.25 -0.73 6.41 0.201
H -2.63 -0.26 4.42 0.157
H -3.64 0.44 3.15 -0.040
C 2.61 -1.03 5.75 0.800
O 3.12 -0.09 6.33 -0.690
N 2.66 -1.28 4.51 -0.494
N 1.98 -2.06 6.32 -0.453
H 3.47 -0.84 4.10 0.122
H 2.39 -2.22 4.26 0.119
H 1.48 -2.80 5.86 0.184
H 1.65 -1.92 7.26 0.245
C -1.30 -0.64 6.44 0.289
O -1.85 -1.23 7.38 -0.813
N -0.80 0.50 6.71 -0.061
N -1.18 -1.11 5.28 0.444
H -0.99 0.85 7.64 0.226
H -0.32 1.12 6.08 0.159
H -0.52 -0.86 4.55 -0.402
H -1.46 -2.07 5.23 0.189
C -2.14 3.40 -1.97 0.453
O -3.12 4.12 -2.00 -0.762
N -1.90 2.40 -2.77 -0.157
N -1.09 3.39 -1.15 -0.090
H -2.75 2.21 -3.28 0.205
H -1.26 1.65 -2.55 -0.236
H -1.06 4.22 -0.57 0.360
H -0.64 2.51 -0.99 -0.334
C 3.44 0.13 -4.24 0.514
O 4.19 0.05 -5.17 -0.810
N 2.17 0.09 -4.30 -0.049
N 3.78 0.12 -2.93 -0.193
H 1.70 0.22 -3.41 -0.006
H 1.64 -0.05 -5.14 0.067
H 4.69 -0.23 -2.64 0.208
H 3.08 0.20 -2.21 0.182
C 0.19 1.77 3.61 0.495
O 0.43 2.36 4.70 -0.999
N -0.46 2.17 2.60 0.154
N 0.61 0.63 3.37 2.271
H -0.49 1.49 1.86 -0.883
H -0.71 3.15 2.49 -0.026
H 0.47 0.35 2.41 -0.840
H 1.40 0.28 3.91 -0.067
C 0.07 5.41 2.07 0.696
O -0.58 4.82 1.25 -0.700
N 1.32 5.84 1.82 -0.328
N -0.41 5.91 3.16 -0.368
H 1.80 5.60 0.96 0.170
H 1.82 6.55 2.33 0.136
H -1.36 5.86 3.51 0.229
H 0.33 6.37 3.67 0.137